A molecular structure, C4Br2F4O in a non-equilibrium geometry, computed with wB97M-V/def2-TZVPD.

Computed properties:
LUMO (alpha / beta) ... -1.990 / -1.996 eV
Frontier orbital gap (alpha / beta) ... 6.597 / 6.588 eV
Electronic energy ... -157145.386 eV
ΔE to the lowest compared entry with this formula, charge and spin ... 3.551 eV

Structure (XYZ):
```
11
C4Br2F4O | the OMol25 dataset | wB97M-V/def2-TZVPD
C 0.79964 -0.71683 -0.47299
C -0.77877 0.35876 -0.58702
C 1.88559 -0.00548 -0.07401
C -0.75604 0.65380 0.78671
O 0.55127 -1.86673 -0.69671
F -1.65037 -0.55404 -1.02006
F -0.75680 1.27843 -1.52382
F -0.35842 1.76206 1.30499
F -0.93705 -0.30524 1.77342
Br 3.42583 -1.16245 0.04358
Br 2.10738 1.81312 0.06541
```

Atom charges from the natural (NBO) analysis, given in e for atoms 1 to 2: 0.41 0.53